1.
31 unconnected molecules or ions with the total composition C11H78FN4O30 at a distorted geometry. Source: OMol25; level of theory: wB97M-V/def2-TZVPD.

Atoms and positions in Å:
1 C 3.01 0.04 1.07
2 C 2.72 -1.46 0.75
3 C 1.74 -2.03 1.82
4 N 0.51 -2.70 1.22
5 N -0.55 -2.40 2.10
6 N -0.50 -3.00 3.28
7 C -1.54 -2.63 4.02
8 C -2.58 -1.69 3.72
9 C -2.56 -1.09 2.43
10 C -3.60 -0.07 1.99
11 C -5.05 -0.41 2.39
12 F -3.27 1.13 2.64
13 C -1.45 -1.55 1.63
14 C -1.31 -1.02 0.20
15 C -0.65 0.38 0.18
16 N -1.04 1.24 -0.67
17 H 2.41 0.67 0.38
18 H 2.77 0.30 2.11
19 H 4.08 0.25 0.94
20 H 3.66 -2.02 0.77
21 H 2.28 -1.58 -0.26
22 H 2.24 -2.71 2.53
23 H 1.34 -1.17 2.39
24 H 0.69 -3.70 1.29
25 H -1.59 -3.11 5.01
26 H -3.34 -1.48 4.48
27 H -3.61 0.17 0.92
28 H -5.67 0.44 2.07
29 H -5.42 -1.30 1.85
30 H -5.18 -0.53 3.48
31 H -0.84 -1.74 -0.49
32 H -2.34 -0.89 -0.16
33 H 0.11 0.66 0.93
34 H -1.77 0.79 -1.23
35 O -3.35 3.73 0.14
36 H -3.36 4.02 1.05
37 H -2.59 3.14 0.08
38 O 0.32 2.89 -2.75
39 H 1.28 2.85 -2.63
40 H -0.02 2.24 -2.13
41 O -1.49 -6.38 3.48
42 H -1.51 -5.45 3.26
43 H -0.55 -6.59 3.47
44 O -0.78 2.79 -5.72
45 H -1.61 3.28 -5.74
46 H -0.36 3.09 -4.90
47 O 2.94 2.06 -1.96
48 H 2.95 2.39 -1.06
49 H 3.68 1.44 -2.01
50 O 5.15 -1.71 -1.09
51 H 5.17 -1.38 -2.00
52 H 5.49 -2.60 -1.16
53 O -2.88 4.06 -7.71
54 H -3.64 3.88 -8.28
55 H -2.30 3.30 -7.87
56 O 0.60 -5.52 5.12
57 H 0.13 -5.26 5.92
58 H 0.94 -4.70 4.76
59 O -1.97 0.39 -6.76
60 H -2.36 0.83 -7.52
61 H -1.41 1.08 -6.36
62 O 1.23 3.87 0.12
63 H 1.01 4.50 0.83
64 H 0.46 3.30 0.06
65 O 3.54 -0.57 -3.14
66 H 2.61 -0.33 -3.18
67 H 3.76 -0.80 -4.05
68 O -1.43 -7.61 6.54
69 H -1.31 -7.32 5.63
70 H -1.12 -8.52 6.54
71 O -1.87 1.84 -9.50
72 H -0.97 1.83 -9.15
73 H -1.78 2.25 -10.37
74 O -4.90 2.01 4.96
75 H -5.83 2.27 4.88
76 H -4.65 1.75 4.07
77 O 6.16 -1.56 1.89
78 H 5.78 -1.28 1.04
79 H 6.05 -0.78 2.45
80 O -1.21 3.53 3.42
81 H -1.43 4.15 4.13
82 H -1.99 2.97 3.35
83 O 2.04 3.43 -7.18
84 H 2.18 2.67 -7.74
85 H 1.16 3.29 -6.81
86 O 6.63 -1.55 -3.49
87 H 7.54 -1.47 -3.19
88 H 6.64 -1.11 -4.35
89 O 2.80 2.68 2.33
90 H 2.33 3.10 1.59
91 H 3.31 3.40 2.71
92 O 3.40 4.19 -9.63
93 H 2.96 4.48 -8.82
94 H 3.76 5.00 -10.01
95 O -3.73 2.87 7.75
96 H -3.79 2.97 6.80
97 H -4.20 2.05 7.93
98 O 8.83 -1.45 3.53
99 H 8.07 -1.70 3.00
100 H 9.49 -2.13 3.34
101 O 2.55 -2.23 -5.28
102 H 2.45 -2.12 -6.23
103 H 2.11 -3.07 -5.10
104 O -1.77 4.49 9.23
105 H -2.52 4.26 8.67
106 H -1.14 3.79 9.08
107 O -1.08 -10.75 5.55
108 H -1.09 -10.68 4.59
109 H -1.57 -11.56 5.73
110 O -6.11 3.59 -0.83
111 H -5.21 3.62 -0.48
112 H -6.05 4.02 -1.68
113 O 6.39 4.48 -10.56
114 H 6.54 3.71 -11.13
115 H 5.51 4.33 -10.19
116 O -3.13 -0.17 8.11
117 H -2.17 -0.15 8.21
118 H -3.42 -0.84 8.74
119 O -3.61 -5.69 7.63
120 H -4.33 -5.93 7.03
121 H -2.98 -6.42 7.53
122 O -4.42 4.24 -10.44
123 H -3.56 4.53 -10.77
124 H -5.04 4.60 -11.08

Output
- Total charge: +1
- Frontier orbital gap: 0.2473 hartree

2.
A molecular structure, C32H57AsF7O30 at a distorted geometry. Source: OMol25; level of theory: wB97M-V/def2-TZVPD.

Atoms and positions in Å:
1 As -0.19 -0.84 -0.03
2 F 0.84 -1.69 -1.25
3 F 1.41 -0.13 0.63
4 F -1.14 0.03 1.24
5 F -1.68 -1.57 -0.71
6 F 0.06 -2.31 1.01
7 F -0.45 0.49 -1.21
8 C -3.10 -3.89 1.13
9 C -4.37 -3.28 1.79
10 O -4.83 -4.39 2.55
11 C -4.31 -5.49 2.12
12 O -4.62 -6.63 2.41
13 O -3.31 -5.24 1.31
14 F -5.29 -2.77 0.94
15 H -2.26 -3.48 1.70
16 H -3.07 -3.66 0.07
17 H -3.98 -2.42 2.33
18 C -3.26 1.99 -1.20
19 O -2.69 3.20 -0.69
20 C -3.29 4.35 -0.70
21 O -4.40 4.62 -1.27
22 O -2.59 5.15 0.12
23 C -3.02 6.48 0.15
24 H -3.14 1.92 -2.28
25 H -4.32 1.83 -0.97
26 H -2.80 1.25 -0.54
27 H -3.76 6.62 0.94
28 H -3.25 6.81 -0.86
29 H -2.29 7.24 0.42
30 C 8.39 -0.86 -1.10
31 O 7.38 -1.19 -0.08
32 C 6.22 -1.77 -0.61
33 O 6.10 -2.12 -1.81
34 O 5.29 -1.82 0.38
35 C 4.02 -2.35 0.06
36 H 7.98 -0.21 -1.86
37 H 8.90 -1.66 -1.64
38 H 9.25 -0.32 -0.68
39 H 3.47 -1.61 -0.52
40 H 3.52 -2.60 1.00
41 H 4.21 -3.23 -0.56
42 C 3.50 1.09 -1.36
43 O 3.76 1.95 -2.44
44 C 4.99 2.51 -2.63
45 O 5.24 3.41 -3.41
46 O 5.89 2.06 -1.80
47 C 7.28 2.48 -1.86
48 H 2.43 0.92 -1.46
49 H 3.67 1.52 -0.37
50 H 4.17 0.23 -1.45
51 H 7.76 2.22 -0.91
52 H 7.39 3.56 -1.91
53 H 7.83 2.04 -2.69
54 C -4.42 -1.67 -1.93
55 O -5.07 -0.71 -1.11
56 C -6.40 -0.56 -1.13
57 O -7.21 -1.27 -1.77
58 O -6.72 0.54 -0.28
59 C -8.10 0.89 -0.13
60 H -4.13 -2.58 -1.42
61 H -3.48 -1.22 -2.25
62 H -5.02 -2.02 -2.78
63 H -8.85 0.46 -0.80
64 H -8.08 1.98 -0.17
65 H -8.38 0.59 0.88
66 C -1.85 4.88 4.24
67 O -0.97 4.30 3.30
68 C -0.32 5.04 2.44
69 O -0.56 6.24 2.24
70 O 0.41 4.24 1.57
71 C 0.49 2.79 1.67
72 H -2.27 4.02 4.77
73 H -2.60 5.44 3.68
74 H -1.45 5.54 5.01
75 H 1.23 2.45 2.39
76 H 0.83 2.21 0.81
77 H -0.44 2.45 2.12
78 C -0.92 2.26 8.40
79 O -0.47 1.60 7.24
80 C -1.25 1.24 6.26
81 O -2.43 1.48 6.11
82 O -0.40 0.56 5.44
83 C -0.96 -0.42 4.43
84 H -0.41 1.97 9.32
85 H -1.97 2.07 8.62
86 H -0.88 3.34 8.30
87 H -0.26 -0.35 3.59
88 H -1.94 -0.07 4.11
89 H -0.99 -1.30 5.07
90 C 2.63 -7.04 -5.44
91 O 2.24 -5.68 -5.30
92 C 1.38 -5.30 -4.38
93 O 0.46 -5.97 -3.87
94 O 1.38 -4.01 -4.44
95 C 0.43 -3.29 -3.64
96 H 1.83 -7.77 -5.30
97 H 3.32 -7.28 -4.63
98 H 3.14 -7.16 -6.40
99 H 0.76 -3.40 -2.60
100 H -0.58 -3.69 -3.74
101 H 0.35 -2.22 -3.84
102 C 4.50 0.28 2.70
103 C 3.34 0.21 3.70
104 C 2.58 -1.14 3.86
105 O 2.50 -1.23 5.30
106 C 3.20 -0.15 5.87
107 O 3.31 0.10 7.08
108 O 3.87 0.55 4.94
109 H 5.35 -0.32 3.03
110 H 4.72 1.33 2.50
111 H 4.24 -0.13 1.73
112 H 2.60 0.90 3.28
113 H 3.13 -1.87 3.26
114 H 1.60 -1.09 3.39
115 C -1.20 0.04 -4.21
116 C -2.23 -0.22 -5.39
117 C -2.42 0.99 -6.30
118 O -2.21 0.42 -7.51
119 C -2.08 -0.89 -7.50
120 O -2.04 -1.59 -8.49
121 O -2.06 -1.31 -6.26
122 H -1.07 1.09 -3.99
123 H -0.26 -0.43 -4.52
124 H -1.63 -0.53 -3.38
125 H -3.24 -0.26 -4.98
126 H -1.74 1.81 -6.10
127 H -3.42 1.39 -6.16

Output
- Total charge: -2
- Frontier orbital gap (alpha / beta): 0.0992 / 0.3550 hartree
- 2S+1: 2
- <S²>: 0.75

3.
C4H5NO in the gas phase at a distorted geometry. Source: OMol25; level of theory: wB97M-V/def2-TZVPD.

Atoms and positions in Å:
1 N -1.08 -0.04 -1.65
2 C -0.55 -0.13 -0.30
3 C 0.92 0.06 -0.17
4 C 1.35 0.11 1.01
5 O 0.23 -0.24 1.75
6 C -0.84 -0.26 1.05
7 H -0.41 0.72 -2.06
8 H -2.10 0.44 -1.74
9 H 1.69 -0.07 -0.95
10 H 2.50 -0.20 1.39
11 H -1.72 -0.41 1.67

Output
- SMILES: Nc1ccoc1
- Frontier orbital gap: 0.3406 hartree
- Energy above the lowest of the compared OMol25 structures with the same formula, charge and spin: 289.6 kJ/mol

4.
C4H8O2 in the gas phase. Source: OMol25; level of theory: wB97M-V/def2-TZVPD.

Atoms and positions in Å:
1 C 0.72 -0.34 -0.66
2 C 0.48 -1.55 0.22
3 O -0.78 -1.25 0.80
4 C -0.74 0.10 1.11
5 C -0.68 2.00 -0.58
6 O 0.12 0.72 0.11
7 H 1.77 -0.10 -0.85
8 H 0.17 -0.40 -1.61
9 H 0.39 -2.49 -0.33
10 H 1.26 -1.66 0.99
11 H -0.27 0.29 2.08
12 H -1.72 0.55 1.05
13 H 0.20 2.62 -0.79
14 H -0.94 1.53 -1.55

Output
- Frontier orbital gap: 0.2992 hartree
- Energy above the lowest of the compared OMol25 structures with the same formula, charge and spin: 527.6 kJ/mol

5.
5 unconnected molecules or ions with the total composition C5H15N5O10 at a distorted geometry. Source: OMol25; level of theory: wB97M-V/def2-TZVPD.

Atoms and positions in Å:
1 C -0.79 1.12 -6.49
2 N -0.21 -0.18 -6.83
3 O 0.98 -0.34 -6.94
4 O -1.04 -1.09 -7.04
5 H -1.23 1.01 -5.50
6 H -1.49 1.38 -7.28
7 H 0.05 1.81 -6.43
8 C -1.50 -5.31 2.51
9 N -1.67 -3.88 2.23
10 O -2.73 -3.35 2.60
11 O -0.67 -3.24 1.94
12 H -2.37 -5.88 2.17
13 H -1.42 -5.18 3.59
14 H -0.64 -5.74 2.01
15 C 2.43 1.81 0.00
16 N 2.34 1.64 -1.43
17 O 2.94 2.43 -2.18
18 O 1.79 0.62 -1.89
19 H 3.42 2.24 0.20
20 H 2.39 0.86 0.54
21 H 1.58 2.43 0.26
22 C 3.64 -3.66 5.43
23 N 2.59 -4.27 6.27
24 O 2.87 -5.38 6.66
25 O 1.64 -3.60 6.66
26 H 3.38 -2.71 4.95
27 H 3.87 -4.47 4.74
28 H 4.43 -3.52 6.16
29 C -4.08 6.68 -1.08
30 N -2.83 5.96 -0.75
31 O -2.56 4.93 -1.38
32 O -2.02 6.47 -0.01
33 H -3.85 7.69 -1.44
34 H -4.79 6.53 -0.27
35 H -4.45 6.17 -1.97

Output
- SMILES: C[N+](=O)[O-].C[N+](=O)[O-].C[N+](=O)[O-].C[N+](=O)[O-].C[N+](=O)[O-]
- Frontier orbital gap: 0.3935 hartree
- Energy above the lowest of the compared OMol25 structures with the same formula, charge and spin: 141.5 kJ/mol

6.
2 unconnected molecules or ions with the total composition C5H14NSi at a distorted geometry. Source: OMol25; level of theory: wB97M-V/def2-TZVPD.

Atoms and positions in Å:
1 C 2.33 0.64 1.25
2 C 2.99 -0.70 0.75
3 C -2.39 -0.71 0.72
4 C -2.68 1.76 0.81
5 C -1.70 0.67 -1.09
6 N -2.28 0.50 0.08
7 Si 3.17 -0.97 -1.00
8 H 1.87 1.30 0.49
9 H 1.69 0.28 2.06
10 H 3.31 -1.33 1.54
11 H -2.69 -1.50 -0.03
12 H -1.42 -1.13 1.10
13 H -3.12 -0.84 1.49
14 H -2.07 1.81 1.72
15 H -2.43 2.53 0.10
16 H -3.80 1.69 1.14
17 H -1.14 -0.10 -1.59
18 H -1.85 1.74 -1.46
19 H 3.14 1.20 1.81
20 H 3.89 -2.30 -1.32
21 H 2.68 -0.29 -2.15

Output
- Total charge: +1
- Frontier orbital gap: 0.1927 hartree
- Energy above the lowest of the compared OMol25 structures with the same formula, charge and spin: 532.2 kJ/mol

> What is the formula in the second record?

C32H57AsF7O30